8
Properties=species:S:1:pos:R:3:forces:R:3:nbo_charge:R:1 method="wB97M-V/def2-TZVPD" orbital_gap_ev="8.611 / 8.610" lumo_energy_ha="-0.324 / -0.324" max_force_ev_per_a=2.8 charge=+1 total_energy_ev=-12184.0803
C -0.099999 0.124057 -0.621680 0.34 -1.06 2.42 0.65
N 0.135957 -1.766441 0.994162 1.13 1.58 -2.01 -0.38
N 0.255189 1.349200 -0.331190 -0.72 -0.27 -2.41 0.32
F -0.639790 -0.059916 -1.748381 0.01 0.04 -0.16 -0.21
F 0.178949 2.352705 -1.267982 0.13 -1.10 1.25 -0.09
F 0.897948 1.726688 0.721108 0.27 0.07 0.61 -0.06
H -0.417068 -2.527361 0.537834 -0.37 1.02 0.35 0.39
H -0.311186 -1.198932 1.716129 -0.79 -0.27 -0.04 0.37

13
Properties=species:S:1:pos:R:3:forces:R:3:nbo_charge:R:1 method="wB97M-V/def2-TZVPD" smiles="C#CC(=O)[C@@H](C)O" orbital_gap_ev=10.364 lumo_energy_ha=0.000 max_force_ev_per_a=1.1 total_energy_ev=-9374.1198
C 2.800777 0.407387 -0.109875 -0.24 0.19 -0.02 -0.07
C 1.641833 0.489435 -0.444898 0.78 -0.54 0.46 -0.17
C 0.585964 -0.516874 -0.405471 -0.10 -0.55 -0.07 0.52
O 0.849933 -1.616626 -0.847158 -0.43 0.34 -0.24 -0.53
C -0.722660 -0.312679 0.329713 0.02 0.21 0.00 0.01
C -1.343216 1.057897 0.142136 -0.03 0.06 -0.03 -0.62
O -1.589580 -1.318496 -0.114610 -0.10 -0.20 0.13 -0.71
H 3.771930 0.098709 0.190506 0.36 0.56 -0.03 0.24
H -0.475339 -0.452015 1.401037 -0.01 0.04 -0.17 0.18
H -2.322051 1.065441 0.628576 0.13 0.04 -0.07 0.23
H -1.480696 1.276807 -0.920348 -0.01 -0.02 0.11 0.22
H -0.722228 1.839428 0.593182 -0.07 -0.14 -0.09 0.22
H -0.994663 -2.018416 -0.442792 -0.32 0.02 0.02 0.49

15
Properties=species:S:1:pos:R:3:forces:R:3:nbo_charge:R:1 method="wB97M-V/def2-TZVPD" orbital_gap_ev=7.520 lumo_energy_ha=-0.030 max_force_ev_per_a=9.9 total_energy_ev=-43442.8457
C -3.185961 -0.365160 -0.086165 -1.87 -3.89 0.93 -0.54
C -1.852526 0.167839 -0.156460 3.00 0.94 -0.64 0.42
C 2.166586 0.659135 0.225243 -1.75 -0.97 -0.43 0.02
C 0.804743 0.466265 0.788904 3.91 3.53 1.83 0.22
H -3.475389 -0.309126 0.974968 0.32 -0.05 0.05 0.26
H -3.285041 -1.552874 -0.321385 0.69 2.95 0.36 0.26
H -1.710049 1.446341 -0.272216 -0.29 -3.64 0.06 0.16
H 4.285909 0.324211 -0.882039 0.53 0.49 -0.38 0.15
H 2.171870 -1.449210 0.364719 -0.64 0.42 0.40 0.42
N 2.686374 -0.597511 0.205283 1.96 -0.27 -1.52 -0.67
N -0.191370 0.308211 1.365120 4.30 2.69 4.31 -0.25
O -0.888818 -0.584775 0.115866 -7.42 -1.83 -6.24 -0.48
S 4.005288 -0.980245 -0.922926 -0.67 -0.11 1.06 0.14
S 2.915679 2.009239 -0.489301 -1.27 -1.17 1.19 -0.12
Cl -4.447295 0.457658 -0.909612 -0.78 0.91 -0.97 0.00

14
Properties=species:S:1:pos:R:3:forces:R:3:nbo_charge:R:1 method="wB97M-V/def2-TZVPD" orbital_gap_ev="8.055 / 8.731" lumo_energy_ha="-0.022 / -0.003" max_force_ev_per_a=1.5 total_energy_ev=-11315.7111
C 1.767641 0.748987 -0.048153 0.93 0.80 0.29 0.81
C -1.329378 0.561934 -0.665326 -0.07 0.25 -0.10 -0.50
C -1.080903 0.183373 0.719822 0.74 0.00 -0.30 -0.10
C -0.528285 1.461378 0.273208 -0.96 -0.24 0.10 0.03
N 1.352071 -0.546495 -0.204079 -1.08 -0.98 0.07 -0.29
N 2.224784 -1.452540 0.204825 0.20 0.71 -0.17 -0.51
O 2.940864 1.071143 -0.066510 -0.26 -0.06 0.14 -0.61
O 0.828802 1.708448 0.068833 0.84 -0.20 -0.26 -0.47
H -0.731425 0.094267 -1.436461 0.07 -0.18 -0.04 0.24
H -2.328245 0.828322 -0.994616 -0.01 0.17 0.07 0.22
H -1.687019 -0.143644 1.535135 -0.17 -0.08 0.29 0.20
H -0.960291 2.392516 0.634822 -0.03 -0.20 -0.09 0.21
H 3.138595 -1.106213 0.501284 -0.14 -0.09 -0.11 0.39
H 2.171771 -2.344545 -0.263824 -0.06 0.09 0.10 0.38

13
Properties=species:S:1:pos:R:3:forces:R:3:nbo_charge:R:1 method="wB97M-V/def2-TZVPD" orbital_gap_ev="8.319 / 8.318" lumo_energy_ha="-0.223 / -0.223" max_force_ev_per_a=5.2 charge=+1 total_energy_ev=-17027.8927
C 0.167803 -0.750072 1.275399 3.87 0.24 -1.30 0.07
C 1.244140 -0.078460 -0.638093 1.31 0.98 2.52 -0.23
C -0.091370 0.283821 0.263685 -0.64 -1.06 0.08 -0.17
N 1.964236 -0.833252 0.345124 -4.74 -1.99 0.92 -0.38
N -1.439014 0.356737 -0.083535 -0.14 0.88 -0.28 -0.81
S -0.666079 -1.828338 2.188198 -1.07 0.33 -1.18 0.42
H 1.070021 -0.708888 -1.414899 -0.95 -1.35 -2.59 0.23
H 1.875850 0.784347 -0.814851 -0.67 0.46 -0.94 0.22
H 0.384411 1.185976 0.608398 -0.47 0.69 0.61 0.30
H 2.595522 -0.268143 0.819478 1.34 1.29 1.70 0.36
H -1.924523 1.271862 -0.151109 0.46 -1.43 -0.04 0.43
H -1.952501 -0.528712 -0.127333 0.15 1.12 -0.37 0.39
H -1.970236 -1.616037 1.614639 1.56 -0.16 0.86 0.18

23
Properties=species:S:1:pos:R:3:forces:R:3:nbo_charge:R:1 method="wB97M-V/def2-TZVPD" smiles=Cc1ccccc1.CC orbital_gap_ev=9.905 lumo_energy_ha=0.037 max_force_ev_per_a=4.7 total_energy_ev=-9558.5311
C 1.922102 -1.384968 -0.300889 -4.10 -2.29 -0.29 -0.64
C 1.504926 -0.132637 0.434970 0.88 -2.25 1.58 -0.03
C 1.893176 1.055463 -0.119770 1.13 -0.39 -1.94 -0.21
C 1.362493 2.183287 0.398902 -0.86 2.72 1.69 -0.21
C 0.630356 2.171855 1.604517 -0.13 -0.63 -0.33 -0.23
C 0.418631 0.982610 2.271551 -0.22 -0.10 0.35 -0.21
C 0.903262 -0.178241 1.718732 0.21 -1.48 -0.16 -0.22
H 1.215818 -1.461597 -1.241110 2.09 0.60 0.98 0.22
H 1.428252 -2.355655 0.156216 1.59 1.79 -0.07 0.22
H 2.983341 -1.479703 -0.449697 0.19 -0.17 -0.45 0.23
H 2.655325 1.027995 -0.981981 -1.65 0.26 1.16 0.22
H 1.478781 3.174433 -0.026868 0.41 -0.18 -0.26 0.21
H 0.205096 3.020407 2.100620 0.05 0.81 -0.43 0.21
H -0.164547 0.921383 3.200005 0.49 0.27 -0.29 0.21
H 0.862108 -1.111546 2.375511 -0.14 1.03 -1.57 0.22
C -2.726201 -1.430317 -1.124507 2.16 -0.40 -0.05 -0.62
C -2.150753 -0.140835 -1.713348 0.16 1.07 2.05 -0.61
H -1.937110 -2.208610 -1.156759 -0.30 0.35 0.67 0.20
H -3.108781 -1.269327 -0.153319 0.10 0.11 1.43 0.20
H -3.534547 -1.925754 -1.571504 -1.26 -0.11 -1.60 0.20
H -1.343161 -0.336743 -2.378390 0.11 -0.26 -1.28 0.20
H -1.502999 0.442997 -0.886748 -2.06 -0.92 -1.48 0.21
H -2.995563 0.435512 -2.156128 1.14 0.15 0.28 0.21

19
Properties=species:S:1:pos:R:3:forces:R:3:nbo_charge:R:1 method="wB97M-V/def2-TZVPD" smiles=Cc1ccc2nccnc2c1 orbital_gap_ev=8.308 lumo_energy_ha=-0.019 max_force_ev_per_a=4.4 total_energy_ev=-12441.4171
C -3.091501 -0.587808 -0.028208 -0.95 -0.78 -0.71 -0.64
C -1.602287 -0.188893 0.063294 0.06 -2.85 -1.15 -0.01
C -1.430348 1.172114 -0.017595 1.20 1.53 1.28 -0.21
C -0.112163 1.675121 0.099134 -2.27 -0.35 -1.03 -0.17
C 0.912778 0.719112 0.035003 3.71 0.13 1.00 0.09
N 2.207079 1.288902 0.071042 -1.25 -0.40 -0.45 -0.36
C 3.251823 0.513193 -0.043799 -0.28 0.21 0.18 -0.02
C 3.116577 -0.915100 -0.010163 -1.41 -0.84 -0.45 0.02
N 1.907723 -1.544076 0.137912 3.32 0.72 -1.10 -0.37
C 0.829924 -0.763476 0.066825 -1.86 3.92 0.41 0.10
C -0.510188 -1.153177 0.061452 -3.08 -1.41 -0.72 -0.20
H -3.600109 -0.398017 0.915161 0.21 0.15 0.37 0.22
H -3.273419 -1.709166 -0.168744 0.36 1.60 -0.32 0.22
H -3.736335 0.077467 -0.766629 1.67 -1.60 1.06 0.22
H -2.390842 1.755603 -0.008204 1.48 -0.10 -0.14 0.22
H 0.066343 2.771213 0.093066 0.30 -1.11 0.05 0.24
H 4.223496 1.075791 -0.128543 -0.84 -1.11 0.15 0.21
H 4.025327 -1.520582 -0.236816 -0.96 0.19 0.75 0.20
H -0.793880 -2.268230 -0.134192 0.59 2.08 0.80 0.22

18
Properties=species:S:1:pos:R:3:forces:R:3:nbo_charge:R:1 method="wB97M-V/def2-TZVPD" orbital_gap_ev=8.192 lumo_energy_ha=-0.001 max_force_ev_per_a=2.6 total_energy_ev=-10474.9624
C 0.205228 0.870646 0.373886 -1.75 0.67 0.02 0.23
C 0.040557 -0.352317 -1.120050 -1.30 1.02 0.65 -0.29
C 1.505926 -1.471436 1.300077 -0.37 0.12 0.14 -0.75
C 1.668437 -0.414355 0.240969 0.56 -0.16 -0.69 0.62
C -0.836785 0.849951 -0.999218 2.01 -0.89 -0.15 -0.29
C -2.227872 0.890739 -0.480030 -0.77 -1.69 1.85 -0.64
O -0.376605 0.664519 1.463834 1.20 -0.19 -0.72 -0.69
O 2.707029 -0.129062 -0.280759 -0.90 0.05 0.34 -0.54
H -2.211637 0.296997 0.527186 -0.30 1.30 -1.69 0.26
H 0.867452 1.696595 0.105341 0.44 -0.37 0.18 0.21
H 0.802906 -0.397098 -1.887469 -0.11 0.14 -0.02 0.24
H -0.408602 -1.287225 -0.805016 0.23 -0.10 0.19 0.23
H -0.591611 1.606377 -1.737116 0.19 0.13 0.21 0.22
H 2.097380 -1.192393 2.174018 0.04 -0.02 -0.11 0.26
H 0.472960 -1.577841 1.620640 0.00 0.09 -0.05 0.25
H 1.878948 -2.415063 0.900215 0.11 0.10 -0.04 0.24
H -3.015861 0.453701 -1.096030 0.36 -0.26 -0.33 0.22
H -2.577850 1.907266 -0.300479 0.38 0.07 0.22 0.23

31
Properties=species:S:1:pos:R:3:forces:R:3:nbo_charge:R:1 method="wB97M-V/def2-TZVPD" smiles="COCCN1CCc2[nH]c(=S)[nH]c(=O)c2C1" orbital_gap_ev=9.037 lumo_energy_ha=0.016 max_force_ev_per_a=0.6 total_energy_ev=-30014.3929
C 4.139410 0.485301 0.122353 0.00 0.04 -0.01 -0.25
O 3.450771 -0.742750 0.158731 0.00 -0.09 -0.08 -0.54
C 2.440326 -0.815827 1.129980 -0.23 0.05 0.08 -0.07
C 1.295989 0.198443 0.960396 0.32 -0.08 -0.05 -0.26
N 0.922712 0.409344 -0.428289 0.10 0.06 0.08 -0.43
C 0.625732 -0.787264 -1.184473 -0.04 -0.22 0.00 -0.22
C -0.619517 -1.538061 -0.675459 0.24 0.18 -0.05 -0.48
C -1.722765 -0.569398 -0.386822 0.17 0.54 0.04 0.27
N -2.971398 -1.092351 -0.164163 0.02 0.12 0.01 -0.57
C -4.062017 -0.328059 0.125930 -0.13 -0.18 0.03 0.27
S -5.535263 -1.005296 0.379448 -0.47 -0.15 0.08 -0.21
N -3.838819 1.012339 0.190747 -0.03 -0.04 -0.01 -0.60
C -2.620889 1.664658 -0.011154 0.01 -0.35 -0.02 0.66
O -2.551781 2.868670 0.082908 0.08 0.21 -0.02 -0.59
C -1.518654 0.765426 -0.317829 0.19 -0.24 -0.05 -0.22
C -0.155734 1.363782 -0.567902 -0.08 0.17 -0.13 -0.23
H 3.498912 1.290401 -0.248337 0.01 0.01 0.01 0.18
H 4.523913 0.751234 1.114434 0.03 0.01 -0.01 0.16
H 4.973608 0.343332 -0.561849 0.02 0.10 0.03 0.20
H 2.062564 -1.839221 1.060551 -0.01 0.06 0.08 0.18
H 2.864681 -0.676162 2.137623 -0.09 -0.07 -0.08 0.17
H 0.454147 -0.140097 1.588641 0.07 0.03 0.06 0.17
H 1.619054 1.170163 1.345366 -0.09 -0.05 0.05 0.20
H 0.454178 -0.473069 -2.217425 0.02 -0.08 -0.01 0.20
H 1.498618 -1.439061 -1.171012 -0.07 -0.03 -0.09 0.23
H -0.382046 -2.086447 0.241660 -0.06 -0.05 0.00 0.22
H -0.946942 -2.267813 -1.419209 -0.03 -0.05 0.02 0.23
H -3.123739 -2.091060 -0.216704 -0.08 0.20 0.03 0.43
H -4.638328 1.597378 0.408554 0.11 -0.15 -0.03 0.44
H -0.129524 1.765738 -1.588338 -0.01 0.09 0.10 0.21
H -0.007205 2.205742 0.111648 0.02 -0.03 -0.06 0.23

86
Properties=species:S:1:pos:R:3:forces:R:3:mulliken_charge:R:1 method="wB97M-V/def2-TZVPD" smiles="CCc1c(OC[C@H](C)CC(C)C)cc2nc(COC)c(OC#N)nc2c1[C@H](Cl)CC.COC(=O)OC.COC(=O)OC" orbital_gap_ev=6.997 lumo_energy_ha=-0.055 max_force_ev_per_a=12.0 total_energy_ev=-66185.4551
C -0.382584 1.400623 6.271259 -0.44 -0.86 0.33 -0.94
C 0.041159 2.367347 5.005393 -0.94 -0.51 -1.20 -0.66
C 0.820773 1.507904 3.804644 2.18 -0.63 -1.35 -0.46
C -0.166531 0.585214 2.818956 3.80 -0.42 -1.34 0.29
O -1.615553 0.637303 3.065827 4.25 -1.78 -0.45 -0.30
C -2.313891 -0.563216 2.581652 -2.04 -0.07 -0.53 -0.54
C -2.902760 -0.197304 1.072240 -0.37 0.90 -0.05 0.77
C -2.696847 1.421891 0.706979 0.37 -0.94 -0.44 -1.12
C -4.525566 -0.468611 0.920054 0.42 -0.32 -1.39 -0.86
C -4.965059 -2.043145 1.040003 -0.92 0.39 -0.08 0.46
C -3.788277 -3.110649 0.624255 -0.06 -0.03 -0.31 -1.02
C -5.596703 -2.279886 2.534489 0.23 -0.36 0.05 -1.09
C 0.578642 -0.260043 1.630727 -0.12 1.66 2.12 -0.05
C 2.230109 -0.280908 1.367888 -1.91 0.63 1.10 0.40
N 2.694395 -1.159770 0.238729 5.32 4.23 4.34 -0.57
C 4.190955 -1.043459 0.174867 -0.67 0.09 0.18 0.71
C 4.939541 -1.934939 -1.026747 -1.36 0.03 -0.07 -0.60
O 5.610600 -1.023769 -1.982486 -1.91 -1.19 0.06 -0.31
C 4.749626 -0.733119 -3.147324 0.22 0.20 -1.61 -0.57
C 5.170213 -0.137472 1.105082 -4.57 0.51 1.55 -0.11
O 6.643022 -0.186737 0.868632 -1.13 -3.87 2.89 -0.30
C 7.180858 -1.441977 1.491019 1.03 -7.05 -0.09 0.43
N 7.542433 -2.677768 1.760760 -3.18 11.38 -2.26 -0.43
N 4.625422 0.735662 2.196770 -1.90 -4.04 -4.00 -0.09
C 3.132469 0.648461 2.352950 0.59 -0.08 -0.36 0.19
C 2.478334 1.562958 3.588939 -3.98 -1.47 -1.13 -0.10
C 3.375642 2.539046 4.570130 -0.67 -0.90 0.33 0.04
Cl 3.860570 4.031393 3.514972 -0.59 -1.19 0.85 -0.18
C 4.673258 1.809936 5.258353 1.56 0.15 0.54 -0.41
C 6.096939 2.566068 4.813237 0.65 -0.07 0.06 -0.98
H -0.042943 0.269278 6.097641 -0.56 2.61 0.32 0.26
H 0.048211 1.758222 7.301684 -0.68 -0.62 -2.11 0.30
H -1.566384 1.337679 6.403135 2.61 0.34 -0.42 0.25
H -0.988650 2.718947 4.514213 2.39 -0.73 0.93 0.27
H 0.600008 3.350193 5.306283 -0.84 -2.15 -0.56 0.44
H -1.689258 -1.552110 2.617629 -0.80 2.13 -0.12 0.32
H -3.235019 -0.728136 3.322782 2.04 0.55 -1.55 0.19
H -2.256584 -0.801004 0.293477 -1.64 1.08 1.35 0.11
H -3.173756 1.616422 -0.354651 0.85 -0.44 2.17 0.25
H -1.535582 1.607169 0.599570 -2.44 -0.01 0.46 0.28
H -3.219944 2.110730 1.500972 1.24 -1.36 -1.57 0.25
H -5.179964 0.204618 1.644476 1.64 -1.43 -1.33 0.28
H -4.818029 -0.120202 -0.180616 0.75 -0.62 2.29 0.11
H -5.847448 -2.201426 0.251642 1.90 0.33 1.73 0.39
H -3.443700 -2.873170 -0.489847 -0.56 -0.42 2.47 0.24
H -4.187634 -4.230765 0.590045 0.73 2.48 0.30 0.35
H -2.853972 -3.061325 1.365888 -2.07 -0.11 -1.69 0.15
H -6.628781 -2.833826 2.425214 2.23 0.79 0.50 0.29
H -5.813961 -1.288305 3.139387 0.51 -1.89 -1.48 0.27
H -4.799468 -2.882758 3.160681 -1.88 0.93 -1.06 0.24
H -0.113359 -0.903060 0.900432 1.88 1.54 1.76 0.15
H 4.110034 -2.527164 -1.633210 1.47 1.26 1.56 0.30
H 5.656751 -2.761996 -0.577163 -1.10 2.17 -0.86 0.34
H 3.893109 0.042073 -2.937119 1.59 -1.60 -0.08 0.23
H 5.446408 -0.258959 -3.991472 -1.39 -0.98 2.08 0.24
H 4.298998 -1.716814 -3.649634 0.88 2.00 1.34 0.24
H 2.746796 3.009960 5.465511 1.06 -1.24 -2.40 0.24
H 4.722940 0.632993 5.064156 -0.22 2.78 0.04 0.28
H 4.648296 1.914365 6.447191 -0.36 -0.08 -2.62 0.31
H 7.047028 2.050499 5.299211 -2.17 0.79 -0.85 0.32
H 6.274657 2.539016 3.645179 -0.59 0.09 2.50 0.24
H 6.134350 3.696093 5.196013 -0.33 -2.56 -0.94 0.30
C 0.475717 0.032449 -7.250480 0.13 0.52 -0.08 -0.60
O 0.026676 -1.312809 -7.099948 0.61 -0.84 0.36 -0.31
C 0.976610 -2.171689 -6.651302 0.39 0.09 0.09 0.79
O 2.132444 -1.885194 -6.381054 -1.64 -0.40 -0.36 -0.54
O 0.417800 -3.404476 -6.555325 0.27 1.06 -0.14 -0.31
C 1.308102 -4.417811 -6.091710 0.31 -0.41 0.16 -0.59
H -0.364354 0.630574 -7.613884 0.00 -0.38 0.08 0.22
H 0.798723 0.441608 -6.287764 0.11 -0.13 -0.20 0.27
H 1.283286 0.089689 -7.987455 -0.04 -0.03 0.27 0.30
H 1.664258 -4.186584 -5.082655 0.06 0.04 -0.25 0.26
H 2.148896 -4.538500 -6.782410 -0.07 0.14 0.22 0.29
H 0.756104 -5.361071 -6.053758 -0.13 0.36 -0.11 0.22
C -2.503203 1.846788 -3.652250 0.53 0.05 -0.16 -0.70
O -3.835785 1.699384 -3.165923 -0.88 0.27 -0.49 -0.15
C -4.793566 2.144686 -4.017801 0.04 0.22 -0.48 0.67
O -4.601516 2.638491 -5.117956 -0.27 -0.74 1.63 -0.56
O -6.002000 1.945330 -3.433685 1.05 0.06 -0.27 -0.26
C -7.112077 2.370194 -4.222126 -0.45 0.15 -0.28 -0.64
H -1.820740 1.458852 -2.891142 -0.38 0.01 0.03 0.18
H -2.360867 1.267086 -4.569993 -0.08 0.23 0.08 0.32
H -2.267886 2.902836 -3.819477 -0.10 -0.21 -0.12 0.35
H -7.154015 1.811328 -5.162559 0.11 0.22 0.11 0.29
H -7.061015 3.447175 -4.412061 0.08 -0.24 -0.10 0.29
H -8.025934 2.163393 -3.658229 0.37 -0.07 0.11 0.21